No. 1
49
Properties=species:S:1:pos:R:3:forces:R:3 method="wB97M-V/def2-TZVPD" total_charge=0 orbital_gap_ev=8.82 fmax_ev_per_a=6.0 de_lowest_kj_mol=83.3 e_homo_ev=-8.94 lumo_ev=-0.12
S -3.813 -0.606 -3.598 -1.7 -0.3 -1.5
S -1.775 -2.901 -6.059 0.0 -0.4 0.0
S 1.779 -1.475 4.487 -0.5 -0.8 0.7
O -4.282 0.535 -4.395 0.7 -0.8 1.5
O -4.652 -1.800 -3.650 1.0 1.4 1.3
O 4.365 -0.460 3.489 0.4 0.1 0.1
N 0.449 -0.066 2.630 1.3 -2.2 2.0
N -2.346 -0.947 -4.360 -0.3 -0.2 0.9
N 1.933 -1.723 1.862 0.3 -1.7 0.9
N -0.930 1.075 1.297 -0.4 -0.2 0.6
N -1.935 -4.563 -4.168 0.2 -3.8 1.9
C -2.018 -3.421 -3.589 -0.6 6.0 0.6
C -1.781 -4.492 -5.399 0.4 -1.4 -4.5
C -1.868 0.772 0.294 -0.6 0.5 -1.8
C 3.545 0.364 3.800 -0.5 -0.8 1.0
C -2.874 -0.206 0.372 0.4 -0.6 0.9
C -2.329 1.000 -2.117 0.6 0.0 3.6
C 2.937 2.840 3.525 -1.3 -0.9 0.2
C -3.184 -0.080 -1.974 -1.3 0.2 -1.2
C 2.638 3.968 2.689 0.6 -2.2 0.2
C -3.600 -0.613 -0.752 2.0 1.0 -0.6
C 1.318 -1.108 2.847 -0.7 2.6 -1.3
C 0.479 -0.648 0.396 0.9 -1.9 -2.9
C 2.911 3.796 1.289 0.1 0.7 0.8
C 2.518 0.082 4.918 0.2 1.4 0.7
C 1.455 -1.545 0.651 2.0 -1.0 -1.4
C 0.040 0.086 1.398 -1.1 2.3 2.5
C -1.988 -2.324 -4.466 -0.3 -0.4 -0.3
C -1.647 1.419 -0.929 -0.7 1.1 -2.1
C 3.728 1.521 1.642 -1.4 2.5 -0.2
C 3.321 1.561 3.018 1.5 2.9 -3.3
C 3.525 2.679 0.779 1.1 -3.2 0.0
H -4.319 -1.380 -0.732 -0.7 -0.8 0.2
H -2.213 -3.212 -2.561 0.0 -0.6 0.7
H 2.732 4.506 0.504 -0.4 0.9 0.4
H 1.986 -2.111 -0.193 -1.0 0.8 1.3
H -1.024 2.360 -1.090 -0.6 -1.6 0.9
H 3.873 2.558 -0.346 -1.0 0.5 2.5
H -2.967 -0.791 1.316 -0.2 0.7 -0.7
H -2.603 -0.501 -5.236 0.8 -0.2 -0.5
H 2.158 4.835 3.171 0.5 -0.4 -0.7
H 4.056 0.647 1.137 0.4 -0.9 0.2
H -2.261 1.611 -2.975 0.2 0.0 -1.1
H -1.277 1.160 2.245 -0.4 0.4 -0.1
H -1.709 -5.369 -6.086 0.1 0.9 0.7
H 2.680 2.734 4.618 0.3 1.2 -1.2
H 3.039 -0.140 5.888 -0.5 0.5 -0.8
H 1.788 0.966 5.003 0.9 -1.6 0.1
H 0.144 -0.597 -0.593 -0.7 0.4 -1.2

No. 2
7
Properties=species:S:1:pos:R:3:forces:R:3 method="wB97M-V/def2-TZVPD" total_charge=0 orbital_gap_ev="8.94 / 8.94" fmax_ev_per_a=5.1 de_lowest_kj_mol=298.5 e_homo_ev="-9.95 / -9.95" lumo_ev="-1.01 / -1.01"
O -1.846 0.212 -0.726 -2.1 1.9 -0.6
O -1.034 -0.158 0.617 0.5 -1.0 0.1
O 1.641 0.324 -0.767 0.0 -0.5 -5.0
O 1.558 0.538 1.464 -0.2 0.6 4.2
N -0.364 -1.054 0.533 -0.1 -0.7 0.8
C 1.552 0.426 0.344 1.1 0.5 0.9
H -1.507 -0.288 -1.465 0.8 -0.8 -0.3

No. 3
14
Properties=species:S:1:pos:R:3:forces:R:3 method="wB97M-V/def2-TZVPD" total_charge=0 orbital_gap_ev=8.85 fmax_ev_per_a=3.1 de_lowest_kj_mol=114.5 e_homo_ev=-8.48 lumo_ev=0.37
S -0.336 -0.156 0.038 -3.0 -0.6 0.6
P -2.690 1.445 -0.004 0.1 0.5 -0.1
P 2.433 0.815 0.084 -0.3 -1.2 -1.8
O 0.854 0.707 0.707 0.2 -0.2 -0.2
O -0.188 -0.130 -1.387 0.5 0.1 -0.3
N -1.687 0.227 0.691 2.2 -0.4 -0.5
C -0.007 -1.801 0.700 -1.9 -0.3 -0.1
H 2.646 -0.669 -0.329 -0.4 2.0 0.4
H 0.001 -1.577 1.772 -0.7 -0.7 0.0
H 2.104 1.279 -1.322 0.3 -0.7 1.5
H -2.243 2.599 0.745 -0.3 -0.4 -0.1
H -3.866 1.229 0.782 0.5 0.0 0.1
H -0.794 -2.614 0.287 1.8 2.3 1.2
H 0.987 -2.102 0.494 1.0 -0.3 -0.7

No. 4
101
Properties=species:S:1:pos:R:3:forces:R:3 method="wB97M-V/def2-TZVPD" total_charge=+1 orbital_gap_ev="6.97 / 7.94" fmax_ev_per_a=3.3 s_squared=2.008 e_homo_ev="-9.87 / -10.84" lumo_ev="-2.90 / -2.90" multiplicity=3
O -3.940 4.891 -1.199 0.0 0.8 -0.5
O 4.575 -1.076 -0.885 0.1 0.5 0.4
O -3.919 6.890 -2.288 1.5 -2.5 1.5
O -4.126 -0.120 2.244 0.5 -0.3 -0.2
N 1.327 0.754 0.748 0.1 -0.2 -0.4
N 1.807 0.620 -1.565 -0.3 -0.3 -0.1
N 3.852 2.655 -1.290 0.0 -0.1 0.0
N -4.776 -1.203 2.498 -0.7 1.6 -0.1
N 5.456 -1.989 -0.649 -1.0 0.0 -1.5
C 7.855 -2.599 -1.039 -0.1 -0.2 0.1
C -6.946 -0.606 1.451 -0.1 0.3 0.2
C 6.610 -1.886 -1.596 1.3 0.0 0.2
C 4.807 -3.332 -0.498 0.2 -0.9 1.0
C -3.298 5.946 -1.790 -1.4 2.2 -1.0
C 3.521 -3.189 0.308 -0.2 0.4 0.0
C 5.721 -4.295 0.298 0.1 0.1 0.0
C 7.010 -0.424 -1.756 -0.3 0.3 0.1
C 6.234 -2.475 -2.955 -0.4 -0.2 -0.2
C -7.605 -0.590 2.829 0.1 -0.1 0.0
C -6.584 -0.261 3.916 -0.2 0.2 -0.3
C 4.475 -3.912 -1.874 0.1 0.1 -0.5
C 2.333 1.244 -2.753 0.1 0.4 0.2
C 3.688 1.953 -2.610 0.0 0.2 -0.4
C -3.450 2.553 -0.669 -0.6 0.9 0.3
C 1.797 1.490 -0.408 0.9 0.6 0.1
C -2.765 3.065 0.589 0.8 -0.9 0.3
C -5.724 -1.520 1.386 -0.3 -1.2 -0.6
C 5.646 -3.881 -2.854 0.0 0.0 0.1
C -6.176 -2.991 1.434 0.0 -0.1 0.2
C -1.217 2.936 0.633 -0.5 0.4 -0.6
C -0.542 2.482 -0.658 0.5 -0.4 0.4
C 3.267 1.892 -0.148 -0.4 -0.3 0.4
C 0.968 2.752 -0.609 -0.4 0.0 0.1
C -4.296 -0.579 4.834 0.3 0.3 -0.1
C -1.785 5.889 -1.731 -0.6 -0.4 0.0
C -5.341 -1.151 3.884 0.0 -1.0 0.9
C -5.672 -2.575 4.396 0.0 -0.1 -0.1
C -5.018 -1.356 0.046 0.3 0.3 -0.1
C -3.656 3.611 -1.752 -0.1 -0.8 -0.1
H 6.233 0.165 -2.241 0.0 -0.1 0.0
H -7.048 -0.344 4.901 0.1 0.0 0.1
H -2.982 1.676 -1.094 0.2 -0.2 -0.1
H 3.430 3.579 -1.348 -0.2 0.1 0.1
H 4.127 -4.937 -1.743 0.0 0.0 0.1
H 6.416 -4.595 -2.555 0.0 0.0 0.0
H -2.841 3.634 -2.467 0.4 0.3 0.0
H 3.087 -4.175 0.458 0.1 -0.1 0.0
H -5.687 -1.665 -0.755 -0.1 -0.1 0.0
H 3.402 2.462 0.763 0.0 0.4 0.1
H 6.286 -4.970 -0.343 0.0 0.1 0.0
H -6.837 -3.222 2.264 0.1 0.0 0.0
H -5.315 -3.660 1.486 0.0 0.0 0.0
H -0.934 2.247 1.416 0.2 -0.1 0.3
H -6.728 -3.232 0.526 0.0 0.1 -0.1
H 1.292 3.312 -1.481 0.1 0.1 -0.3
H 7.235 0.027 -0.788 0.0 0.0 0.0
H -6.650 0.414 1.186 0.1 0.0 0.0
H 1.861 1.001 1.567 -0.1 0.1 0.3
H 7.903 -0.360 -2.373 0.0 -0.1 0.0
H 3.717 -2.751 1.289 0.0 0.0 0.0
H 3.640 -3.353 -2.309 0.0 0.1 0.1
H -8.087 -1.550 3.033 0.0 0.0 0.0
H 1.186 3.395 0.240 0.1 0.2 0.3
H -1.480 5.243 -0.918 0.2 0.0 0.2
H -1.448 5.452 -2.661 0.3 0.0 -0.3
H 5.131 -4.921 0.964 -0.1 0.0 -0.1
H 7.768 -3.681 -1.024 0.0 0.0 0.0
H -4.124 -1.981 -0.002 0.0 0.0 0.0
H 7.120 -2.486 -3.591 0.1 0.1 0.0
H -7.668 -0.926 0.698 0.1 -0.1 -0.1
H -4.528 3.323 -2.328 -0.2 0.0 -0.2
H -4.039 0.452 4.598 0.0 -0.1 -0.1
H 4.540 1.306 -2.756 0.1 -0.4 0.3
H -6.727 -2.827 4.298 0.0 0.0 -0.1
H 5.300 -4.201 -3.837 0.0 0.0 0.0
H -4.445 2.241 -0.372 -0.3 -0.2 0.1
H -0.813 3.914 0.873 0.2 0.2 0.3
H -3.382 -1.175 4.818 0.0 0.0 0.0
H 1.467 -0.235 0.592 -0.1 -0.2 0.1
H 1.617 1.971 -3.112 -0.3 0.1 -0.1
H -5.428 -2.670 5.453 0.0 0.2 0.0
H -4.695 -0.594 5.847 -0.1 -0.1 0.0
H -6.279 0.784 3.802 0.1 0.0 0.0
H 2.774 -2.581 -0.200 0.1 0.0 0.0
H -8.399 0.157 2.844 0.0 0.0 0.0
H 6.424 -3.751 0.927 0.0 0.0 0.0
H -4.727 -0.324 -0.144 0.0 0.0 0.1
H 2.363 -0.199 -1.346 0.0 -0.2 0.0
H 8.716 -2.369 -1.665 0.0 0.1 -0.1
H -0.637 1.406 -0.746 -0.3 -0.3 -0.2
H 3.751 2.713 -3.377 0.1 0.3 -0.2
H -3.036 4.084 0.811 -0.3 0.3 -0.2
H 2.445 0.509 -3.536 0.0 -0.3 -0.2
H 4.834 2.815 -1.082 0.2 0.0 -0.2
H 3.806 0.965 -0.040 0.6 -0.3 -0.1
H 8.079 -2.259 -0.028 0.0 0.0 0.0
H -0.985 2.922 -1.539 -0.1 0.2 -0.2
H -3.146 2.479 1.415 -0.2 -0.2 0.2
H -5.088 -3.331 3.874 0.0 0.0 0.0
H -1.385 6.882 -1.619 0.1 0.3 -0.1
H 5.506 -1.820 -3.447 0.0 0.0 0.1